Here is 9 unconnected molecules or ions with the total composition C34H51O18 from OMol25. Energies are from ωB97M-V with the def2-TZVPD basis set.

Structure (XYZ):
```
103
Properties=species:S:1:pos:R:3:forces:R:3
C 0.0477 -0.0181 -0.0709 0.83 0.46 0.45
C -1.2125 0.2814 -0.8557 -1.72 -0.70 -0.32
O -2.2566 0.4433 -0.1836 0.57 0.44 0.19
O -1.1430 0.2455 -2.1135 0.89 -0.02 0.14
H -0.1297 -0.1807 0.9922 -0.21 -0.20 -0.02
H 0.7094 0.8574 -0.1160 0.15 -0.12 -0.24
H 0.5652 -0.8761 -0.5003 0.13 0.15 -0.05
O -5.0936 -2.5761 5.0372 -0.24 0.06 0.29
C -4.1646 -2.0658 4.4842 0.74 -0.21 -0.46
O -4.1782 -1.7111 3.1857 0.29 -0.76 0.49
C -2.8695 -1.2115 2.8384 -0.18 1.33 -0.18
C -1.8784 -1.7211 3.8664 0.51 0.12 -0.64
C -2.7642 -1.7405 5.0889 -1.39 -0.67 0.00
H -2.9788 -0.1347 3.0060 0.32 0.10 -0.48
H -2.6357 -1.3997 1.7971 -0.22 -0.06 -0.02
H -0.9912 -1.0826 3.8440 -0.28 0.39 0.43
H -1.4356 -2.6733 3.5584 -0.68 -0.40 0.25
H -2.9692 -0.7674 5.5434 0.62 0.11 0.08
H -2.5973 -2.4912 5.8579 0.30 0.16 0.08
O -3.8716 1.8871 -3.8289 0.00 -0.10 0.07
C -3.1416 2.8267 -3.7310 0.04 -0.73 1.18
O -3.2686 3.8882 -4.5316 -0.10 0.24 -1.13
C -2.1620 4.7751 -4.4001 -1.33 1.26 0.44
C -1.7601 4.5940 -2.9382 1.08 0.45 -0.43
C -1.9755 3.0859 -2.7678 0.39 0.97 -0.52
H -2.6178 5.7527 -4.5940 0.34 0.10 0.08
H -1.4211 4.6121 -5.1809 0.20 -0.47 0.29
H -2.3268 5.2435 -2.2683 -0.51 -0.36 -0.10
H -0.7318 4.9434 -2.7898 0.12 -0.41 -0.01
H -2.0359 2.7918 -1.7272 -0.52 -0.57 -0.19
H -1.1284 2.6027 -3.2594 0.02 -0.32 0.34
O -1.2522 2.3308 -5.9590 0.00 -0.63 0.24
C -0.6271 1.3070 -6.0396 0.34 1.07 0.30
O 0.2005 1.1413 -7.0982 0.64 -0.07 -0.53
C 0.8324 -0.1484 -7.1191 -1.21 -0.38 0.87
C 0.0864 -0.9254 -6.0073 1.00 -0.37 -0.13
C -0.4512 0.1537 -5.0772 -1.02 -0.46 -1.00
H 1.8890 -0.1412 -6.8539 0.11 0.57 -0.39
H 0.6305 -0.5395 -8.1120 0.43 -0.21 -0.03
H 0.7812 -1.5994 -5.5007 -0.22 -0.01 -0.15
H -0.7141 -1.5239 -6.4404 -0.11 0.07 0.12
H 0.1856 0.4688 -4.2534 -0.03 -0.13 0.10
H -1.4104 -0.1981 -4.7040 0.02 0.58 0.56
O 1.5332 -0.5823 3.4413 0.32 0.58 0.28
C 1.9773 -1.3681 4.2266 -1.53 -1.04 -1.04
O 2.9636 -1.1238 5.0856 0.82 0.84 0.13
C 3.4408 -2.3329 5.6707 -0.24 -0.01 1.11
C 2.2291 -3.2331 5.6552 -0.69 -0.51 -0.85
C 1.5224 -2.8354 4.3148 2.28 -0.04 1.84
H 3.7682 -2.1527 6.6966 -0.03 0.39 -0.11
H 4.3266 -2.6795 5.1339 -0.29 -0.21 -0.32
H 1.4695 -2.9866 6.3985 0.57 0.16 0.55
H 2.5013 -4.2802 5.7895 -0.14 -0.03 -0.25
H 0.4631 -2.9914 4.4424 -0.16 0.08 -0.87
H 2.0726 -3.3328 3.5155 -0.74 -0.21 -0.40
O -4.1308 2.8431 1.1466 -0.31 0.23 -0.13
C -3.0544 3.3037 1.3541 -0.16 -0.38 0.39
O -2.5767 4.3961 0.7076 0.46 0.22 -0.70
C -1.1907 4.6540 1.0538 -1.00 -0.69 0.81
C -1.0966 4.0211 2.4669 0.30 0.59 0.35
C -2.0582 2.8472 2.3930 0.53 -0.07 -0.96
H -1.0806 5.7324 1.0202 0.22 0.05 0.14
H -0.5249 4.1857 0.3290 -0.06 -0.11 -0.11
H -1.4391 4.7656 3.1889 0.01 -0.01 0.03
H -0.0866 3.7422 2.7651 -0.12 0.09 -0.15
H -2.5956 2.5023 3.2703 0.19 0.23 0.22
H -1.5209 1.9997 1.9532 -0.29 -0.22 -0.02
O 1.8917 4.8855 3.7396 -0.36 0.50 0.31
C 2.5404 4.0707 3.1715 0.84 -0.84 0.04
O 3.5572 4.4184 2.3359 0.26 0.53 0.20
C 4.1086 3.3145 1.6593 0.34 -1.34 -1.42
C 3.3977 2.0402 2.1343 -0.06 0.18 1.02
C 2.4672 2.5616 3.2521 -0.70 -0.49 -1.51
H 5.1889 3.1554 1.7274 0.03 0.83 0.78
H 3.9716 3.4663 0.5843 -0.31 0.10 0.08
H 4.0606 1.2916 2.5647 0.24 0.06 -0.30
H 2.8106 1.5709 1.3499 0.05 -0.01 -0.04
H 2.6370 2.1674 4.2475 0.08 0.12 0.06
H 1.4940 2.2233 2.8914 -0.36 0.29 0.80
O -2.9394 -3.0166 -0.2645 -0.31 -0.17 0.10
C -1.8195 -3.3841 -0.1256 0.40 -0.41 -1.43
O -1.0446 -3.0137 0.8910 0.08 0.70 1.45
C 0.3112 -3.4697 0.7960 -0.97 -0.35 0.04
C 0.1929 -4.7264 -0.0687 -0.74 1.43 -1.38
C -0.9685 -4.2972 -1.0175 -0.23 -1.00 0.34
H 0.6008 -3.6562 1.8254 0.37 0.03 -0.07
H 0.8480 -2.6335 0.3557 0.50 -0.28 0.05
H -0.2163 -5.5568 0.4997 0.66 -0.25 0.14
H 1.0577 -4.9126 -0.7013 0.30 -0.51 0.54
H -1.5149 -5.1919 -1.3211 -0.32 0.20 0.08
H -0.6851 -3.8288 -1.9581 0.19 0.42 0.26
O 2.9136 -3.7567 -5.5739 0.00 0.74 -0.02
C 2.5654 -3.0738 -4.6405 0.15 -1.84 -0.82
O 3.0894 -1.8919 -4.3494 -0.04 1.12 -0.01
C 2.7401 -1.5301 -2.9852 0.62 -1.23 0.23
C 1.4669 -2.3183 -2.6616 0.25 0.23 -0.44
C 1.5828 -3.5332 -3.6098 -0.36 0.52 1.27
H 2.7071 -0.4610 -2.8072 -0.19 0.09 -0.50
H 3.5853 -1.9480 -2.4260 -0.11 0.28 0.35
H 0.6028 -1.6853 -2.8751 -0.19 -0.16 0.22
H 1.5138 -2.5815 -1.6100 -0.35 -0.05 0.01
H 0.6465 -3.8924 -4.0297 -0.01 0.30 -0.28
H 1.9923 -4.4069 -3.0969 0.26 0.06 -0.05
```
Forces are in eV/Å.

Calculated values
charge	-1
relative energy (zero: lowest compared OMol25 entry of this formula, charge and spin)	0.0000	eV
maximum force	0.0570	Eh/bohr
orbital gap	6.54	eV
calculated total energy	-72942.582	eV
LUMO energy	1.49	eV



Here is a single C18H14F2N2O5S molecule from OMol25. Energies are from ωB97M-V with the def2-TZVPD basis set.

Structure (XYZ):
```
42
Properties=species:S:1:pos:R:3:forces:R:3
C -3.7421 1.9381 6.2653 0.28 0.14 -0.35
C -3.0602 2.9919 5.4137 -0.28 0.35 0.36
O -2.3124 2.3281 4.3938 0.07 -0.26 -0.10
C -1.6861 3.1245 3.5187 -0.08 0.20 0.10
O -1.7303 4.3321 3.5625 -0.01 -0.02 0.01
C -0.9416 2.3862 2.5009 0.30 -0.20 -0.41
S -0.1164 3.3664 1.3165 -0.01 -0.47 0.03
C 0.4734 1.9484 0.5472 -0.33 -0.43 0.57
N 1.2564 1.9933 -0.5520 0.40 0.30 -0.62
C 1.6400 0.8561 -1.0242 -0.16 0.16 0.08
C 2.5315 0.8523 -2.2384 0.02 0.51 -0.11
O 2.5110 -0.3917 -2.9180 0.31 -0.19 0.08
C 1.5178 -0.5757 -3.8078 -0.22 -0.10 -0.19
O 0.6864 0.2440 -4.0716 0.07 0.00 0.04
C 1.5991 -1.9417 -4.4055 -0.03 0.03 0.01
C 1.8551 -3.0726 -3.6326 -0.05 -0.04 -0.39
F 2.0486 -2.9267 -2.3114 -0.03 -0.11 0.02
C 1.8876 -4.3448 -4.1704 0.05 0.07 0.23
C 1.6687 -4.5058 -5.5282 0.00 0.23 0.10
C 1.4172 -3.4091 -6.3339 -0.05 0.19 -0.07
C 1.3784 -2.1473 -5.7671 0.07 -0.25 0.16
F 1.1582 -1.0944 -6.5581 0.00 -0.04 0.07
N 1.3037 -0.3357 -0.4781 0.12 -0.18 -0.13
C 0.4792 -0.4947 0.6478 0.03 0.18 -0.02
O 0.2250 -1.6087 1.0486 -0.03 -0.30 0.06
C 0.0479 0.7792 1.1832 0.19 0.50 -0.29
C -0.7728 1.0341 2.3132 -0.16 0.54 0.19
C -1.3588 -0.0339 3.1664 -0.06 -0.29 0.10
H -3.0012 1.2840 6.7171 0.03 -0.08 0.09
H -4.3169 2.4201 7.0505 -0.06 0.03 0.09
H -4.4095 1.3364 5.6543 -0.10 -0.07 -0.01
H -2.3764 3.6074 6.0094 -0.12 -0.06 -0.12
H -3.7892 3.6594 4.9406 0.14 -0.07 0.09
H 2.2125 1.6619 -2.9031 0.07 -0.13 0.22
H 3.5695 1.0146 -1.9351 -0.15 -0.05 -0.03
H 2.0804 -5.1861 -3.5247 0.01 -0.06 0.09
H 1.6942 -5.4935 -5.9603 0.00 -0.09 -0.04
H 1.2478 -3.5145 -7.3933 -0.01 0.03 -0.10
H 1.6547 -1.1954 -0.8903 -0.09 0.11 0.02
H -1.0511 -1.0079 2.7979 -0.05 0.00 0.07
H -1.0342 0.0880 4.1978 -0.03 -0.04 0.06
H -2.4449 0.0336 3.1588 -0.05 -0.04 0.05
```
Forces are in eV/Å.

Calculated values
charge	0
relative energy (zero: lowest compared OMol25 entry of this formula, charge and spin)	0.0000	eV
SMILES string	CCOC(=O)c1sc2nc(COC(=O)c3c(F)cccc3F)[nH]c(=O)c2c1C
maximum force	0.0155	Eh/bohr
orbital gap	8.53	eV
calculated total energy	-48382.672	eV
LUMO energy	0.02	eV